Formula: C2H9N4
Source: the Open Molecules 2025 dataset
Level of theory: wB97M-V/def2-TZVPD

Cartesian coordinates (Å):
C1 1.1931 -1.9918 -1.8512
N1 1.4596 -0.9336 -1.2046
H1 0.1464 -2.2438 -2.0124
H2 1.9351 -2.7295 -2.1524
H3 2.4671 -0.8125 -1.1106
N2 0.0415 0.1430 1.6070
C2 -0.6533 0.9892 0.8294
N3 -1.6354 1.7123 1.3962
N4 -0.5127 0.9180 -0.4905
H4 -0.1548 0.1429 2.5915
H5 0.5006 -0.6462 1.1707
H6 -2.3719 2.0181 0.7781
H7 -1.9753 1.3885 2.2914
H8 -0.7317 1.7392 -1.0286
H9 0.2917 0.3064 -0.8138

Atoms 1-2, force components in eV/Å:
C -0.357 -0.215 0.615
N 0.374 -0.160 -0.338

Summary:
**DFT total energy**: -8174.647 eV
**Relative energy (zero: lowest compared OMol25 entry of this formula, charge and spin)**: 17.27 kJ/mol
**Net charge**: +1
**2S+1**: 1
**HOMO-LUMO gap**: 11.8 eV

***

Formula: C2H9N4O
Source: the Open Molecules 2025 dataset
Level of theory: wB97M-V/def2-TZVPD

Cartesian coordinates (Å):
C1 -0.6343 0.5046 -0.7057
C2 1.5236 0.0110 0.0341
N1 -1.6257 0.3199 -1.6255
N2 -0.8427 1.4131 0.1233
N3 1.5321 0.9408 0.8894
N4 0.3902 -0.3270 -0.6582
O1 0.1124 -1.8217 1.3545
H1 2.3958 -0.6148 -0.1400
H2 -2.3313 1.0327 -1.7977
H3 -1.8994 -0.6170 -1.9844
H4 -1.5945 2.0711 -0.0831
H5 0.9682 -2.1348 1.7182
H6 -0.2278 1.6965 0.9543
H7 2.4617 1.0831 1.1874
H8 0.3351 -1.2174 -1.1173
H9 -0.5635 -2.3401 1.8506

Atoms 1-2, force components in eV/Å:
C -2.247 -2.857 -2.563
C 0.895 -0.185 1.172

Summary:
**DFT total energy**: -10221.646 eV
**Relative energy (zero: lowest compared OMol25 entry of this formula, charge and spin)**: 154.75 kJ/mol
**Net charge**: +1
**2S+1**: 1
**HOMO-LUMO gap**: 11.4 eV

***

Formula: C2H9N4O
Source: the Open Molecules 2025 dataset
Level of theory: wB97M-V/def2-TZVPD

Cartesian coordinates (Å):
C1 1.2579 -0.2004 -0.0048
C2 -1.2139 0.3168 -0.0031
N1 2.1645 -0.9840 -0.5430
N2 1.5323 0.3303 1.2344
N3 -1.9748 0.8384 -1.0754
N4 0.0271 -0.1153 -0.5071
O1 -1.7515 -1.2228 0.7955
H1 -1.1197 1.0553 0.8953
H2 3.0906 -0.9547 -0.0953
H3 2.1049 -1.2007 -1.5281
H4 2.4195 0.2205 1.6897
H5 0.8156 0.8476 1.6929
H6 -2.0597 0.1530 -1.8421
H7 -2.9322 1.1361 -0.9404
H8 0.0291 -0.7695 -1.2815
H9 -2.1920 -1.0131 1.6140

Atoms 1-2, force components in eV/Å:
C -0.878 0.832 4.477
C -1.527 -0.427 2.786

Summary:
**DFT total energy**: -10220.789 eV
**Relative energy (zero: lowest compared OMol25 entry of this formula, charge and spin)**: 237.46 kJ/mol
**Net charge**: +1
**2S+1**: 1
**HOMO-LUMO gap**: 10.8 eV

***

Formula: C2H9N4P
Source: the Open Molecules 2025 dataset
Level of theory: wB97M-V/def2-TZVPD

Cartesian coordinates (Å):
C1 -1.5168 -1.6909 -0.1049
C2 -0.0583 -1.6032 0.1243
N1 -1.8942 1.9950 0.7765
N2 -2.1905 -0.3074 -0.0877
N3 0.4772 -0.4832 0.2779
N4 3.1712 1.2359 -0.3983
P1 -1.2117 1.0272 -0.2792
H1 -1.6697 -2.1465 -1.1586
H2 -2.0641 -2.3245 0.5426
H3 0.3171 -2.6045 0.2636
H4 3.2777 1.2943 -1.3524
H5 -1.8507 2.9366 0.6246
H6 -3.0285 -0.1845 0.4822
H7 1.4544 -0.4378 0.3530
H8 2.8032 2.2126 -0.2093
H9 3.9837 1.0808 0.1458

Atoms 1-2, force components in eV/Å:
C -2.104 2.368 -2.824
C -1.169 -0.445 1.069

Summary:
**DFT total energy**: -17467.691 eV
**Relative energy (zero: lowest compared OMol25 entry of this formula, charge and spin)**: 144.25 kJ/mol
**2S+1**: 1
**HOMO-LUMO gap**: 8.4 eV

***

Formula: C2H9N5O
Source: the Open Molecules 2025 dataset
Level of theory: wB97M-V/def2-TZVPD

Cartesian coordinates (Å):
C1 1.9836 -0.7843 0.6949
N1 0.7647 -0.6047 -0.1424
O1 0.1396 -1.8356 -0.6179
C2 -0.2024 0.3117 0.1911
N2 -0.1028 1.6860 0.2230
N3 1.2681 1.8438 -0.4530
N4 -1.4534 -0.5040 0.2940
N5 -2.6598 0.1475 0.0795
H1 1.8490 -1.5061 1.7540
H2 3.0849 -0.8766 0.2506
H3 1.8441 0.3062 1.1894
H4 0.4999 -1.9774 -1.5427
H5 1.3310 2.6439 -1.0750
H6 1.7565 0.9089 -0.8525
H7 -1.4393 -1.2888 -0.3420
H8 -2.9000 0.5860 0.9351
H9 -2.5470 0.7433 -0.6972

Atoms 1-2, force components in eV/Å:
C -0.478 1.866 4.010
N 1.983 -2.489 -0.991

Summary:
**DFT total energy**: -11710.910 eV
**Relative energy (zero: lowest compared OMol25 entry of this formula, charge and spin)**: 829.74 kJ/mol
**2S+1**: 1
**SMILES**: CN(O)/C(=N\N)NN
**HOMO-LUMO gap**: 8.4 eV

***

Formula: C2H9N6
Source: the Open Molecules 2025 dataset
Level of theory: wB97M-V/def2-TZVPD

Cartesian coordinates (Å):
H1 2.8139 -1.3216 0.9586
N1 2.6750 -0.2827 0.7077
C1 1.6111 0.1553 0.3766
C2 0.9861 1.4336 0.0322
N2 -0.3434 1.2650 -0.6069
N3 -0.9803 0.1079 -0.1176
N4 -1.7657 0.2877 1.0422
N5 0.2401 -1.0285 0.1841
N6 0.3814 -1.9683 -0.7495
H2 0.7669 2.0847 0.9848
H3 1.7319 1.9652 -0.5551
H4 -0.7652 2.0939 -0.9357
H5 -1.6201 -0.3921 -0.7821
H6 -2.2465 -0.5741 1.3801
H7 -1.2645 0.7867 1.8999
H8 0.8357 -1.7115 -1.6093
H9 -0.3613 -2.6821 -0.8151

Atoms 1-2, force components in eV/Å:
H -0.419 2.163 -0.721
N 1.846 -1.918 1.144

Summary:
**DFT total energy**: -11148.100 eV
**Relative energy (zero: lowest compared OMol25 entry of this formula, charge and spin)**: 385.86 kJ/mol
**Net charge**: +1
**2S+1**: 1
**SMILES**: [H]/N=C1/CN[N@H+](N)N1N
**HOMO-LUMO gap**: 10.6 eV

***

Formula: C2H9N6
Source: the Open Molecules 2025 dataset
Level of theory: wB97M-V/def2-TZVPD

Cartesian coordinates (Å):
C1 0.9971 -1.8477 -0.6739
C2 0.1095 -0.7196 -0.6144
N1 0.0957 0.0763 0.4622
N2 1.8713 -1.9115 0.2587
N3 -0.6693 -0.6845 -1.6998
N4 2.7793 -2.7957 0.3743
N5 -2.5544 4.2413 1.2502
N6 -1.8647 3.3697 0.9113
H1 0.7437 -2.4178 -1.5691
H2 -0.6089 0.6955 0.7998
H3 -0.8074 -1.4612 -2.2973
H4 -1.2441 0.0972 -1.9020
H5 3.2419 -2.9565 1.2357
H6 2.5311 -3.5664 -0.2490
H7 -2.9918 4.4034 2.2123
H8 -2.6436 5.2119 0.6450
H9 1.0148 0.2656 0.8559

Atoms 1-2, force components in eV/Å:
C 0.180 0.576 0.057
C -0.604 -0.320 0.004

Summary:
**DFT total energy**: -11150.551 eV
**Relative energy (zero: lowest compared OMol25 entry of this formula, charge and spin)**: 149.32 kJ/mol
**Net charge**: +1
**2S+1**: 1
**HOMO-LUMO gap**: 7.0 eV

***

Formula: C2H9NO
Source: the Open Molecules 2025 dataset
Level of theory: wB97M-V/def2-TZVPD

Cartesian coordinates (Å):
C1 -0.2415 0.3966 1.6235
O1 -0.5553 0.3303 0.1893
C2 -1.6022 -0.5973 -0.2523
H1 0.7961 0.8053 1.8437
H2 -0.1798 -0.6651 2.0148
H3 -1.0078 0.7784 2.2120
H4 -2.1849 -0.2178 -1.2408
H5 -2.3959 -0.7244 0.5655
H6 -1.1312 -1.6289 -0.4277
N1 2.2055 0.0094 -1.3824
H7 2.8076 0.5897 -1.9646
H8 2.0571 -0.9316 -1.8507
H9 1.3049 0.4900 -1.2175

Atoms 1-2, force components in eV/Å:
C 1.787 -3.347 -1.316
O -0.505 0.205 0.271

Summary:
**DFT total energy**: -5755.997 eV
**Relative energy (zero: lowest compared OMol25 entry of this formula, charge and spin)**: 147.23 kJ/mol
**2S+1**: 1
**SMILES**: COC.N
**HOMO-LUMO gap**: 10.5 eV

***

Formula: C2H9NO2
Source: the Open Molecules 2025 dataset
Level of theory: wB97M-V/def2-TZVPD

Cartesian coordinates (Å):
C1 0.6519 -1.7348 -0.5232
N1 1.7125 -1.1895 0.2766
C2 2.2666 0.1293 0.0209
O1 1.4765 0.9077 -0.8445
H1 0.8813 -1.6650 -1.5876
H2 0.4261 -2.7613 -0.2437
H3 -0.2919 -1.1555 -0.4620
H4 1.7289 -1.4473 1.2464
H5 3.2385 0.0326 -0.4727
H6 2.3827 0.6113 0.9496
H7 0.6574 1.1396 -0.3959
O2 -5.1023 2.3853 0.2707
H8 -4.6979 3.0414 0.8515
H9 -5.3303 1.7061 0.9138

Atoms 1-2, force components in eV/Å:
C -0.746 0.829 -0.402
N 0.538 -0.157 0.275

Summary:
**DFT total energy**: -7804.108 eV
**Relative energy (zero: lowest compared OMol25 entry of this formula, charge and spin)**: 59.65 kJ/mol
**2S+1**: 1
**SMILES**: CNCO.O
**HOMO-LUMO gap**: 9.1 eV

***

Formula: C2H9NO2
Source: the Open Molecules 2025 dataset
Level of theory: wB97M-V/def2-TZVPD

Cartesian coordinates (Å):
N1 -1.3337 1.7375 0.0880
C1 -0.6456 1.2119 -1.1364
C2 0.2164 0.0145 -0.6067
O1 -0.5553 -0.9030 0.1951
H1 -1.8888 1.1711 0.6131
H2 -0.8542 2.0997 0.9065
H3 -1.5411 0.8757 -1.7272
H4 -0.1997 2.1439 -1.5420
H5 0.9775 -0.4307 -1.2176
H6 0.8457 0.4817 0.2776
H7 -1.2459 -1.2714 -0.3801
O2 1.8674 -2.6832 1.4973
H8 2.6671 -2.5117 2.0644
H9 1.6902 -1.9359 0.9678

Atoms 1-2, force components in eV/Å:
N 0.732 2.732 -0.825
C -1.602 -0.300 2.764

Summary:
**DFT total energy**: -7803.392 eV
**Relative energy (zero: lowest compared OMol25 entry of this formula, charge and spin)**: 128.73 kJ/mol
**2S+1**: 1
**SMILES**: NCCO.O
**HOMO-LUMO gap**: 9.9 eV